{"formula": "C32H62O15S4", "method": "wB97M-V/def2-TZVPD", "relative_energy_kj_mol": 485.5, "total_energy_ha": -3977.649817, "homo_lumo_gap_ev": 8.899, "smiles": "C[C@H]1COC(=O)O1.O=S1(=O)CCCC1.O=S1(=O)CCCC1.O=S1(=O)CCCC1.O=S1(=O)CCCC1.CC(C)=O.CC(C)=O.CC(C)=O.CC(C)=O", "species": ["C", "C", "C", "O", "C", "O", "O", "H", "H", "H", "H", "H", "H", "C", "C", "O", "C", "H", "H", "H", "H", "H", "H", "C", "C", "O", "C", "H", "H", "H", "H", "H", "H", "C", "C", "O", "C", "H", "H", "H", "H", "H", "H", "C", "C", "O", "C", "H", "H", "H", "H", "H", "H", "C", "C", "C", "S", "O", "O", "C", "H", "H", "H", "H", "H", "H", "H", "H", "C", "C", "C", "S", "O", "O", "C", "H", "H", "H", "H", "H", "H", "H", "H", "C", "C", "C", "S", "O", "O", "C", "H", "H", "H", "H", "H", "H", "H", "H", "C", "C", "C", "S", "O", "O", "C", "H", "H", "H", "H", "H", "H", "H", "H"], "xyz": [[15.3250, -16.9840, -16.3217], [14.6758, -15.6560, -16.5454], [13.7053, -15.3865, -15.3650], [13.7208, -14.0174, -15.2412], [14.7676, -13.5079, -15.8412], [15.1794, -12.3776, -15.6735], [15.4224, -14.5020, -16.4385], [14.6295, -17.8087, -16.4778], [15.7569, -16.9706, -15.3210], [16.1353, -17.0070, -17.0504], [14.0904, -15.6710, -17.4647], [14.0664, -15.7981, -14.4225], [12.7556, -15.9098, -15.4761], [14.1970, -13.0421, -22.1342], [14.3678, -14.4866, -21.9512], [14.6406, -15.3377, -22.9023], [14.0204, -15.0072, -20.6106], [13.1478, -12.7889, -22.2866], [14.6327, -12.6336, -23.0460], [14.5396, -12.5406, -21.2291], [13.9308, -16.0935, -20.6033], [13.1611, -14.6343, -20.0533], [14.9338, -14.7488, -20.0749], [8.2165, -7.4846, -16.0478], [7.4296, -6.5202, -16.8689], [7.1948, -6.6817, -18.0457], [6.7830, -5.3122, -16.2319], [7.8534, -7.5054, -15.0203], [9.3062, -7.4840, -16.0225], [8.0695, -8.4423, -16.5471], [6.3093, -5.6836, -15.3232], [5.9937, -4.9627, -16.8974], [7.4377, -4.4439, -16.1567], [14.1208, -6.6682, -19.2668], [14.6540, -7.8796, -20.0571], [14.3632, -7.9279, -21.2406], [15.4125, -8.9664, -19.4107], [13.9228, -7.1068, -18.2888], [13.2610, -6.3254, -19.8424], [14.8533, -5.8611, -19.2807], [15.4492, -8.8200, -18.3312], [16.4655, -8.9820, -19.6919], [14.9396, -9.9479, -19.4458], [16.0700, -9.2432, -15.3080], [16.6990, -10.0216, -14.1785], [16.1563, -10.0247, -13.0939], [17.9405, -10.8863, -14.4969], [15.2610, -9.8517, -15.7122], [16.7534, -8.9781, -16.1148], [15.5369, -8.3712, -14.9293], [18.1719, -10.8255, -15.5604], [17.6678, -11.8027, -13.9736], [18.7757, -10.4740, -13.9306], [5.1996, -10.7877, -17.2333], [4.1787, -11.4816, -18.1813], [5.0564, -11.8451, -19.3612], [6.0915, -10.3600, -19.8513], [5.2544, -9.3842, -20.6312], [7.4553, -10.7901, -20.2761], [6.0708, -9.8030, -18.0415], [5.7369, -11.5832, -16.7172], [4.7088, -10.2542, -16.4193], [3.5405, -10.6246, -18.3964], [3.5545, -12.1971, -17.6460], [4.4964, -12.1152, -20.2565], [5.8830, -12.5062, -19.1009], [5.7505, -8.7621, -18.0876], [7.1035, -9.7593, -17.6954], [9.1472, -7.4849, -20.5207], [10.4938, -7.8608, -21.2616], [10.3889, -7.1322, -22.6481], [8.7552, -7.5329, -23.3198], [8.8801, -8.6600, -24.1754], [7.9866, -6.4256, -23.8141], [8.1874, -8.0121, -21.5735], [9.0621, -6.3999, -20.4595], [8.9264, -7.8460, -19.5162], [10.6438, -8.9299, -21.4124], [11.2306, -7.3654, -20.6292], [11.1422, -7.1281, -23.4360], [10.2601, -6.0677, -22.4525], [8.3672, -9.0849, -21.6424], [7.1408, -7.7246, -21.4730], [10.8469, -11.3972, -16.1849], [9.6601, -11.6635, -17.1729], [10.0620, -11.2398, -18.5314], [11.9529, -11.4202, -18.6141], [12.5275, -10.0694, -18.8860], [12.2591, -12.5941, -19.4624], [12.1016, -11.8836, -16.8441], [10.6908, -11.8803, -15.2204], [10.9400, -10.3604, -15.8617], [8.6621, -11.2842, -16.9537], [9.2917, -12.6887, -17.2112], [9.8441, -10.2113, -18.8189], [9.7419, -11.8851, -19.3495], [13.0376, -11.5116, -16.4274], [12.0496, -12.9723, -16.8474], [10.9411, -5.1266, -14.4756], [11.9691, -5.4286, -13.3104], [12.4899, -6.8339, -13.5775], [12.5830, -7.0370, -15.4408], [11.8764, -8.2742, -15.6475], [13.9026, -6.8826, -15.9392], [11.4239, -5.6404, -15.8920], [10.8032, -4.0454, -14.4911], [9.9436, -5.5270, -14.2945], [11.6396, -5.2103, -12.2947], [12.8360, -4.8103, -13.5436], [11.8506, -7.6516, -13.2449], [13.4762, -6.8167, -13.1138], [10.6788, -5.9234, -16.6355], [12.0598, -4.8978, -16.3741]], "forces_ev_per_a": [[1.48, 0.90, -0.45], [-3.41, -0.92, 1.66], [0.25, -2.44, -0.04], [-2.55, 1.51, 0.66], [1.99, 1.42, 1.33], [-0.81, -1.59, -0.94], [2.69, 0.89, -1.59], [0.05, 0.17, 0.05], [0.03, -0.42, -0.03], [0.15, -0.69, 0.04], [0.20, 0.24, -0.35], [0.53, -0.09, 0.05], [-0.50, 0.91, -0.39], [0.32, 1.00, -0.64], [-0.77, -4.36, -4.58], [-0.69, 3.92, 3.90], [0.58, -1.02, 0.84], [-0.30, -0.32, 0.51], [0.56, -0.24, 0.19], [-0.08, 0.32, -0.17], [0.24, 0.00, -0.32], [0.15, 0.69, -0.49], [0.03, -0.04, 0.75], [-0.01, -1.17, 0.05], [-0.18, 1.55, -0.79], [0.48, -0.82, -0.22], [-0.53, -0.33, -0.17], [0.04, -0.13, -0.02], [0.07, 0.89, -0.12], [-0.30, -0.23, 0.35], [0.24, 0.72, 0.47], [-0.03, -0.24, -0.07], [0.29, -0.28, 0.70], [0.54, -1.49, -0.53], [-1.26, 1.12, -1.81], [0.40, -0.30, 0.35], [0.70, -0.46, 1.98], [-0.27, 0.93, 0.22], [-0.14, -0.03, 0.40], [0.14, -0.11, 0.44], [-0.01, 0.36, 0.21], [-0.13, -0.15, -0.53], [0.02, 0.13, -0.86], [-0.27, 0.23, 0.09], [-0.17, 0.02, -0.41], [0.54, -0.15, -0.06], [-1.04, 1.32, 1.15], [0.16, -0.33, -0.20], [-0.02, 0.00, 0.07], [0.38, 0.10, 0.06], [-0.10, -0.81, 0.19], [0.42, -0.54, -0.85], [0.11, 0.13, -0.02], [-0.24, -0.14, 0.31], [1.06, 2.46, 0.66], [0.06, 0.26, -1.24], [-1.11, 0.86, 0.65], [2.13, -2.29, 1.48], [-2.65, 0.72, 0.67], [0.69, -0.18, -0.73], [0.70, 0.14, -0.22], [-0.20, 0.15, -0.13], [-0.51, -0.32, -0.80], [0.45, -0.48, -0.47], [0.30, -0.37, 0.00], [-0.38, -0.57, -0.08], [-0.44, -0.18, 0.09], [0.00, -0.27, -0.18], [0.25, -0.22, -2.41], [-0.27, 1.66, 0.38], [-0.61, 1.16, 0.29], [0.21, 0.27, 2.86], [0.04, -1.43, -0.60], [0.18, 0.68, 0.11], [-0.71, -0.14, -1.15], [0.16, 0.15, 0.03], [0.36, -0.50, -0.20], [0.11, 0.08, 0.41], [0.82, -0.58, -0.53], [0.20, -0.89, 0.31], [0.08, 0.23, 0.31], [-0.71, -0.09, 0.18], [0.02, -0.30, -0.08], [-1.31, 0.47, 0.62], [-0.68, -0.45, 0.73], [1.83, 0.07, -1.81], [-0.99, 1.12, -0.46], [-0.69, -2.69, 0.45], [0.02, 1.73, 1.12], [0.14, -0.28, -0.76], [0.01, -0.52, -0.14], [-0.13, 0.27, -0.66], [0.28, 1.17, 0.61], [1.09, -0.72, 0.15], [0.10, 0.05, 0.24], [-0.20, 0.05, 0.15], [-0.12, -0.01, -0.09], [0.42, -0.02, -0.16], [-0.34, 0.36, -0.07], [-0.29, -0.27, -2.55], [0.38, 0.68, -0.10], [-2.15, 0.00, 2.04], [-0.22, -0.40, -0.62], [0.88, 0.55, -0.44], [1.60, 0.38, 1.53], [-0.04, 0.04, -0.31], [0.08, -0.29, 0.28], [-0.25, -0.19, -0.24], [-0.04, 0.45, 0.33], [0.16, 0.08, -0.01], [0.14, -0.96, -0.37], [-0.04, -0.37, 0.48], [0.10, 0.06, 0.10]]}